No. 1
{
  "formula": "C3H12NO2",
  "method": "the ωB97M-V functional and the def2-TZVPD basis",
  "elements": ["C", "C", "C", "N", "H", "H", "H", "H", "H", "H", "H", "H", "H", "H", "O", "H", "H", "O"],
  "coordinates": [[-0.17213, 1.25421, -2.36455], [-0.02851, -0.15469, -1.85137], [-0.99875, -1.33332, 0.02331], [-0.56511, -0.26319, -0.47303], [-1.18575, 1.61616, -2.36834], [0.40075, 1.97135, -1.78091], [0.24743, 1.38003, -3.36506], [-0.49483, -0.87585, -2.51872], [1.02616, -0.39876, -1.72485], [-1.20255, -1.36268, 1.08496], [-1.19319, -2.24945, -0.52873], [-0.47383, 0.53774, 0.17399], [2.21953, -1.38710, 2.13644], [2.70134, 0.05008, 2.10575], [1.94152, -0.50131, 1.84623], [-0.97613, 1.03969, 2.92008], [0.33056, 0.71067, 2.15257], [-0.63167, 0.79441, 2.05365]],
  "forces_ev_per_angstrom": [[0.53, 0.72, -0.22], [0.30, 0.58, 0.13], [-0.63, -0.78, 0.92], [0.27, -0.07, -0.70], [-0.52, -0.09, -0.12], [0.10, -0.08, 0.38], [-0.21, -0.39, -0.02], [-0.15, -0.17, 0.31], [0.05, -0.11, -0.24], [-0.15, 0.27, 0.07], [0.34, 0.31, -0.41], [-0.08, -0.23, -0.13], [-0.29, 0.32, -0.11], [-0.33, -0.17, -0.21], [0.67, -0.01, 0.28], [-0.01, 0.08, -0.15], [-0.14, -0.24, 0.30], [0.25, 0.07, -0.08]],
  "total_charge": 1,
  "relative_energy_kcal_mol": 17.94,
  "homo_energy_ev": -15.6,
  "e_tot_ev": -8884.09638,
  "fmax_ev_per_a": 1.4
}

***

No. 2
{
  "formula": "C3H12NO2",
  "method": "the ωB97M-V functional and the def2-TZVPD basis",
  "elements": ["C", "C", "C", "N", "H", "H", "H", "H", "H", "H", "H", "H", "H", "H", "O", "H", "H", "O"],
  "coordinates": [[2.15579, -0.73845, -0.16795], [1.45167, -0.54687, 1.13216], [1.54412, 0.48212, 2.10853], [0.11609, -1.23278, 1.18397], [2.45210, -1.74764, -0.19930], [1.63899, -0.33119, -1.10720], [3.05017, -0.19130, -0.30374], [0.73765, 0.35810, 2.95689], [2.08576, 1.34979, 1.70436], [-0.38941, -1.23180, 2.07542], [0.13986, -2.21384, 0.76297], [-0.56712, -0.85996, 0.26989], [-1.50380, -0.18649, -1.60276], [-1.93388, 0.83435, -0.62099], [-1.60678, -0.15684, -0.61501], [-2.74747, 2.70614, -2.80235], [-3.75324, 1.81402, -2.46528], [-2.87049, 1.89267, -2.30961]],
  "forces_ev_per_angstrom": [[-1.13, 1.38, -0.87], [-1.72, 4.13, 2.64], [-1.96, -3.62, -2.82], [-0.46, -2.08, -3.71], [0.13, -1.49, -0.76], [-0.17, -1.21, 1.35], [1.19, 0.73, 0.85], [2.09, 1.12, -1.60], [0.25, -0.30, 1.49], [0.27, 0.08, -0.35], [0.39, 0.93, 1.49], [0.90, 0.69, 2.32], [-0.02, -0.60, 1.01], [0.73, -2.41, 0.61], [-0.62, 2.79, -1.82], [0.94, 0.40, -0.02], [-4.28, -1.16, -0.25], [3.46, 0.63, 0.44]],
  "total_charge": 1,
  "relative_energy_kcal_mol": 60.38,
  "homo_energy_ev": -13.7,
  "e_tot_ev": -8882.25600,
  "fmax_ev_per_a": 5.2
}

***

No. 3
{
  "formula": "C3H12NO2S",
  "method": "the ωB97M-V functional and the def2-TZVPD basis",
  "elements": ["C", "N", "C", "C", "S", "H", "H", "H", "H", "H", "H", "H", "H", "H", "H", "O", "H", "H", "O"],
  "coordinates": [[1.20364, -1.64660, 1.40487], [0.40125, -0.85850, 0.44909], [0.01919, 0.57328, 0.81352], [0.36358, 1.63674, -0.22504], [2.12652, 1.41529, -0.73901], [1.56298, -2.49917, 0.91892], [0.84594, -1.79825, 2.45908], [2.07036, -0.84274, 1.63827], [0.74724, -0.97217, -0.53314], [-1.06805, 0.46574, 1.02507], [0.49935, 0.69763, 1.84173], [-0.03832, 2.57736, -0.20944], [-0.13673, 1.32998, -1.18365], [-2.37779, -0.23396, 3.57848], [-1.39496, -1.51610, 3.24187], [-1.86870, -0.91109, 3.74042], [-3.33560, -0.18224, -4.26700], [-3.84200, -1.33842, -5.15725], [-3.11678, -1.05182, -4.56948]],
  "forces_ev_per_angstrom": [[1.42, 5.49, 0.81], [-1.10, -0.33, -0.65], [-0.04, -1.78, 1.52], [1.11, -4.35, -2.50], [0.25, 0.81, 0.37], [0.59, -1.41, -0.37], [-0.65, -0.30, -1.16], [-0.72, -2.18, -0.29], [-0.17, 0.57, 1.61], [0.29, 0.64, -0.18], [-0.27, 0.48, -1.21], [-0.58, 2.69, 1.42], [-0.05, -0.32, 0.76], [-3.55, 4.92, -2.91], [0.64, -0.54, -2.53], [2.94, -4.37, 5.38], [-0.59, 1.32, 0.31], [-0.29, 0.16, -0.10], [0.77, -1.52, -0.29]],
  "total_charge": -2,
  "s_squared": 0.7507,
  "spin_multiplicity": 2,
  "relative_energy_kcal_mol": 61.33,
  "homo_energy_ev": [3.4, -0.4],
  "e_tot_ev": -19720.94259,
  "fmax_ev_per_a": 7.5
}

***

No. 4
{
  "formula": "C3H12NO2S",
  "method": "the ωB97M-V functional and the def2-TZVPD basis",
  "elements": ["C", "O", "C", "C", "S", "N", "H", "H", "H", "H", "H", "H", "H", "H", "H", "H", "H", "H", "O"],
  "coordinates": [[0.41011, -1.26834, -0.52652], [-0.91550, -1.36251, -1.07719], [0.43914, -0.13965, 0.48135], [1.83890, 0.21170, 1.00442], [2.49215, -1.05044, 2.11234], [-0.18208, 1.04828, -0.17239], [0.76209, -2.20535, -0.10962], [1.03461, -0.93871, -1.37231], [-1.30871, -2.21307, -0.83378], [-0.22424, -0.36847, 1.32145], [2.46635, 0.35236, 0.12916], [1.66492, 1.11469, 1.58521], [1.52316, -0.89069, 3.02487], [-0.26552, 1.89216, 0.39803], [0.24569, 1.28172, -1.07298], [-1.15518, 0.81080, -0.45270], [-2.75206, 0.67947, -1.99694], [-3.48446, 1.65419, -1.08042], [-2.58938, 1.39185, -1.36196]],
  "forces_ev_per_angstrom": [[-0.58, 0.69, -1.01], [0.15, -0.38, 0.47], [0.19, -0.42, 0.84], [-1.48, -0.06, 0.01], [0.17, -0.18, -0.17], [-0.62, -0.06, -0.64], [0.14, 0.04, 0.06], [0.22, -0.46, 0.19], [0.09, 0.28, -0.11], [0.07, -0.03, -0.05], [0.53, 0.19, 0.28], [0.70, 0.37, -0.16], [0.06, -0.02, 0.06], [0.35, -0.14, 0.05], [0.30, 0.16, 0.22], [-0.19, 0.13, 0.03], [0.07, 0.09, 0.00], [0.49, 0.01, -0.06], [-0.66, -0.20, -0.01]],
  "total_charge": 1,
  "relative_energy_kcal_mol": 6.81,
  "homo_energy_ev": -12.9,
  "e_tot_ev": -19719.61567,
  "fmax_ev_per_a": 1.5
}

***

No. 5
{
  "formula": "C3H12NO3",
  "method": "the ωB97M-V functional and the def2-TZVPD basis",
  "elements": ["C", "O", "C", "C", "N", "H", "H", "H", "H", "H", "H", "H", "H", "H", "H", "O", "H", "H", "O"],
  "coordinates": [[0.73863, 0.54188, -0.17944], [0.99332, -0.01104, 1.03210], [-0.77247, 0.43604, -0.60710], [-1.00013, 0.22114, -2.10659], [-1.42537, -0.74006, 0.03486], [1.46544, 0.27335, -0.97974], [0.84888, 1.64882, -0.22264], [-1.23650, 1.37110, -0.25100], [-0.61114, -0.78796, -2.31558], [-2.08161, 0.27865, -2.22737], [-0.49103, 0.95494, -2.72415], [-0.71383, -1.35742, 0.41261], [-1.95520, -0.43648, 0.84554], [-0.26829, 1.02585, 3.59860], [0.57245, 0.72553, 2.25651], [0.12387, 1.46450, 2.83486], [1.60029, -1.47858, 0.77829], [2.30103, -1.82310, -0.45654], [1.91165, -2.30715, 0.27679]],
  "forces_ev_per_angstrom": [[-0.54, 1.37, -0.17], [0.70, -0.53, 0.03], [0.32, -1.23, 0.23], [0.27, 0.05, 0.83], [-0.52, 0.48, 0.04], [-0.37, -0.75, -0.09], [0.40, 0.11, 0.47], [-0.14, -0.45, -0.14], [-0.32, 0.34, -0.23], [0.04, -0.21, -0.54], [0.07, 0.20, -0.21], [0.23, 0.19, -0.03], [0.20, 0.03, -0.04], [0.11, 0.04, -0.19], [-0.51, 0.71, -0.34], [0.08, -0.26, 0.52], [-0.29, -0.17, -0.01], [0.16, -0.33, -0.33], [0.13, 0.39, 0.20]],
  "total_charge": -1,
  "relative_energy_kcal_mol": 10.64,
  "homo_energy_ev": -4.2,
  "e_tot_ev": -10938.94194,
  "fmax_ev_per_a": 1.5
}

***

No. 6
{
  "formula": "C3H12NO3S",
  "method": "the ωB97M-V functional and the def2-TZVPD basis",
  "elements": ["C", "C", "S", "N", "C", "O", "H", "H", "H", "H", "H", "H", "H", "H", "H", "H", "O", "H", "H", "O"],
  "coordinates": [[0.78571, -1.27338, -0.55888], [1.59441, -1.22714, 0.73476], [1.67568, -2.91692, 1.59169], [-0.54939, -0.71711, -0.36262], [-0.71737, 0.69797, -0.82565], [0.22398, 1.10150, -1.69193], [0.67519, -2.30037, -0.89391], [1.31471, -0.67204, -1.29570], [2.63555, -0.92622, 0.74050], [1.12460, -0.66199, 1.53621], [0.40818, -3.20486, 1.36145], [-1.23295, -1.32351, -0.78547], [-0.75273, 1.37684, 0.08188], [-1.72083, 0.81068, -1.26589], [0.80793, 2.37520, -1.40573], [0.99431, 2.85683, 0.02706], [1.18247, 3.22867, -0.85880], [-2.60977, 0.32801, 0.87292], [-2.69239, 1.65372, 1.47970], [-3.14728, 0.79411, 1.51840]],
  "forces_ev_per_angstrom": [[-0.01, 0.67, 0.44], [-0.21, -1.36, 1.70], [0.59, 0.50, -0.40], [-0.29, -0.19, 0.27], [0.62, 0.98, -0.24], [-0.07, -0.37, -0.39], [0.23, -0.11, -0.10], [-0.06, -0.02, -0.32], [0.17, 0.09, -0.66], [-0.28, 0.49, -0.50], [-0.55, -0.12, 0.01], [-0.01, 0.11, -0.29], [0.18, -0.43, -0.07], [-0.50, -0.49, 0.09], [0.22, 0.63, 0.71], [0.30, 0.56, -0.56], [-0.40, -0.87, 0.28], [0.15, -0.60, -0.15], [-0.40, -0.24, 0.25], [0.31, 0.78, -0.06]],
  "total_charge": -1,
  "relative_energy_kcal_mol": 20.90,
  "homo_energy_ev": -4.1,
  "e_tot_ev": -21773.64220,
  "fmax_ev_per_a": 2.2
}

***

No. 7
{
  "formula": "C3H12NO3S",
  "method": "the ωB97M-V functional and the def2-TZVPD basis",
  "elements": ["O", "C", "C", "C", "S", "N", "H", "H", "H", "H", "H", "H", "H", "H", "H", "H", "O", "H", "H", "O"],
  "coordinates": [[-0.44271, -0.85324, -1.73608], [0.69684, -0.39352, -1.49913], [0.98221, 0.85948, -0.76890], [1.69131, 0.79196, 0.54610], [2.81141, -0.62807, 0.35524], [-0.41760, 1.64871, -0.62861], [1.59053, -0.90720, -1.82695], [1.56419, 1.40023, -1.55394], [2.20888, 1.76477, 0.77774], [0.86348, 0.64870, 1.36585], [2.08284, -2.34807, -0.56333], [-0.14726, 2.62582, -0.76769], [-1.08654, 1.28858, -1.39548], [-0.85138, 1.44029, 0.27009], [-2.12362, -0.64870, 1.27842], [-1.89423, 0.65710, 2.30306], [-1.86433, 0.37040, 1.25759], [-1.46251, -2.68725, 1.55972], [-2.00237, -2.68029, 0.07861], [-2.19913, -2.34968, 0.94769]],
  "forces_ev_per_angstrom": [[3.00, 1.79, 0.76], [-3.61, -2.57, -0.87], [-2.04, 2.30, -1.27], [-2.19, -0.47, 1.20], [0.76, -2.40, -0.11], [1.65, -0.95, -2.46], [0.02, 0.05, -0.55], [-0.24, 0.14, 0.72], [0.08, -1.32, -0.24], [1.72, 0.00, -1.29], [0.80, 3.05, 1.88], [-0.73, -0.10, 0.14], [1.17, 0.67, 1.40], [-0.53, -0.37, 0.58], [0.64, 2.13, -0.44], [-0.06, -1.12, -4.00], [-0.46, -0.86, 4.39], [-1.65, 0.48, -1.48], [0.20, -0.25, -0.67], [1.47, -0.19, 2.30]],
  "total_charge": 1,
  "relative_energy_kcal_mol": 94.10,
  "homo_energy_ev": -13.3,
  "e_tot_ev": -21762.72527,
  "fmax_ev_per_a": 4.5
}